77
Properties=species:S:1:pos:R:3:forces:R:3:lowdin_charge:R:1 method="wB97M-V/def2-TZVPD" gap_ha=0.389 smiles="CCOP(=O)(OCC)OCC.C[C@H]1COC(=O)O1.C[C@H]1COC(=O)O1.C[C@H]1COC(=O)O1.COC(=O)OC" total_charge=0 homo_ha=-0.379 total_energy_ha=-2368.7935
C 14.41005 -10.29978 25.35710 -0.2 0.8 1.1 0.0081
O 13.30734 -9.40633 25.23525 -1.0 0.5 -0.8 -0.0174
C 12.74896 -8.77966 26.26152 1.7 -0.4 2.0 -0.5760
O 13.08627 -8.80621 27.46028 -0.7 -0.1 -2.7 0.0830
O 11.78541 -8.04917 25.73126 0.0 0.1 -0.7 -0.0136
C 10.93190 -7.34369 26.55960 -2.3 0.0 1.3 -0.0677
H 14.69523 -10.63470 24.35980 -0.4 0.0 0.2 0.1039
H 14.04940 -11.06771 26.04143 0.8 -0.4 -0.1 0.1086
H 15.19341 -9.66825 25.77618 0.5 -0.7 0.2 0.0786
H 11.32393 -6.45710 27.05797 0.3 -0.2 -0.2 0.1006
H 10.43456 -7.99465 27.27863 0.8 -0.2 0.7 0.1007
H 10.00768 -7.10842 26.03180 0.5 0.6 -0.9 0.0974
C 9.43702 -9.90599 19.65406 1.3 1.2 -0.1 -0.0556
C 10.62254 -9.61365 20.61045 0.4 -1.7 0.4 -0.2520
O 11.58361 -8.69551 20.03330 0.1 0.6 -0.3 -0.2160
P 13.05022 -8.35798 20.64727 -2.1 1.8 0.8 0.4875
O 13.55754 -9.45148 21.48188 0.1 0.5 0.1 -0.2317
O 13.98055 -7.88450 19.45427 -0.1 0.3 0.4 -0.1724
C 13.81337 -8.24115 18.06332 -1.0 -1.8 0.3 -0.2130
C 13.70482 -9.76555 17.90433 -0.1 -0.3 -1.2 -0.0814
O 12.70315 -6.87017 21.41054 0.1 -2.8 -2.1 -0.2281
C 12.17903 -6.92748 22.76247 2.1 -0.2 -0.2 -0.2531
C 13.30610 -6.16006 23.45654 -1.1 0.9 1.1 -0.0733
H 8.80071 -9.02101 19.65661 -0.2 -0.1 -0.2 0.0719
H 9.88523 -9.99208 18.66421 -0.2 -0.1 -0.2 0.0699
H 8.84458 -10.80322 19.83319 0.3 0.1 0.5 0.0770
H 10.28285 -9.34754 21.61139 -0.1 0.9 -0.1 0.1100
H 11.20054 -10.51156 20.82901 -0.1 -0.4 -0.3 0.1051
H 12.86722 -7.79536 17.75645 0.1 0.1 -0.2 0.1147
H 14.61913 -7.92405 17.40127 0.2 0.6 0.8 0.1213
H 12.98406 -10.26318 18.55315 0.1 0.2 0.1 0.0641
H 13.38848 -9.94702 16.87715 -0.6 0.2 -0.2 0.0753
H 14.61583 -10.36154 17.85001 0.5 0.5 0.9 0.0783
H 11.20015 -6.45883 22.86375 0.1 0.2 -0.4 0.1208
H 12.08808 -7.95989 23.10002 0.2 0.0 0.1 0.0880
H 14.32494 -6.43968 23.18843 -0.3 -0.6 0.1 0.0820
H 13.21574 -5.11465 23.16150 0.0 0.1 -0.2 0.0772
H 13.14651 -6.12814 24.53432 0.3 -0.3 0.2 0.0522
C 17.66887 -8.59060 30.26105 -1.1 0.4 1.0 0.0066
C 16.70793 -9.80915 30.31798 0.6 0.7 -2.1 -0.2796
C 16.02913 -10.10977 28.99854 -1.1 -0.1 -0.8 -0.0376
O 16.35668 -11.55632 28.75075 -2.8 1.7 -2.1 0.1071
C 17.32653 -11.89682 29.52335 4.6 -2.8 -0.6 -0.6103
O 18.12313 -12.85787 29.41486 -3.2 2.3 0.3 0.0908
O 17.56898 -10.91911 30.34347 1.7 0.3 3.8 0.0802
H 18.09801 -8.42847 31.24981 0.4 -0.4 0.0 0.0865
H 17.17962 -7.63146 30.09141 -0.4 -0.2 -0.3 0.0583
H 18.44708 -8.68486 29.50369 -0.1 -0.4 0.1 0.0986
H 15.89378 -9.81581 31.04269 0.8 0.0 0.8 0.1584
H 16.29969 -9.40965 28.20814 1.0 -0.7 -0.5 0.1067
H 14.95364 -9.93257 28.99395 -0.2 -0.8 0.3 0.1174
C 16.36007 -6.99428 26.41773 -0.7 -2.5 -0.8 -0.0370
C 16.33512 -5.68746 27.01557 -2.5 1.7 0.7 -0.3147
C 14.87630 -5.13963 27.23358 0.7 -0.6 -0.9 -0.0701
O 14.87701 -4.66273 28.55207 -0.1 2.1 1.4 0.0338
C 15.94278 -5.10963 29.23887 -0.8 -0.6 1.0 -0.5418
O 16.15286 -4.99937 30.43254 -0.3 0.2 -2.4 0.1389
O 16.60806 -5.87869 28.38237 3.4 -0.5 1.3 0.0655
H 17.29444 -7.52533 26.59953 0.1 0.1 -0.2 0.1061
H 16.08430 -7.04884 25.36461 0.3 0.4 -0.1 0.1009
H 15.55069 -7.52710 26.91684 0.1 -0.6 0.1 0.0689
H 16.95603 -4.97791 26.46867 0.4 0.3 0.7 0.1632
H 14.14846 -5.94415 27.33892 -0.1 -0.2 -1.2 0.1294
H 14.67634 -4.36260 26.49579 -0.6 0.0 0.3 0.1394
C 14.82558 -1.53361 29.04841 -0.4 -1.1 0.3 -0.0252
C 15.68440 -0.65366 29.96530 -1.2 -1.8 -2.2 -0.2882
C 17.14046 -1.13128 30.05429 -2.0 1.5 -0.1 -0.0336
O 17.71012 -0.33332 28.97987 2.8 -2.4 1.1 0.0779
C 16.95106 0.66263 28.58929 1.7 1.3 -2.5 -0.6031
O 17.30234 1.47629 27.73075 -1.4 -1.7 2.4 0.1172
O 15.82878 0.52132 29.21004 -3.0 3.2 0.7 0.0883
H 15.38351 -2.04515 28.26410 0.3 0.6 -0.3 0.0814
H 13.99174 -0.97106 28.62848 0.2 0.1 -0.1 0.0941
H 14.38751 -2.39797 29.54748 0.0 0.2 0.5 0.0767
H 15.07793 -0.49418 30.85685 0.7 0.4 0.3 0.1583
H 17.16307 -2.20106 29.84657 0.7 0.3 0.2 0.1285
H 17.37286 -0.77466 31.05774 1.5 -0.5 -0.2 0.1370

=====

17
Properties=species:S:1:pos:R:3:forces:R:3:nbo_charge:R:1 method="wB97M-V/def2-TZVPD" gap_ha=0.196 relative_energy_ev=0.000 total_charge=+2 homo_ha=-0.694 total_energy_ha=-647.2330
C 2.34940 -1.20252 0.04436 -0.2 0.2 0.5 -0.2611
C 2.15506 0.12477 -0.00856 0.8 -0.4 -0.3 0.0996
O 1.41668 0.82054 0.96240 -2.6 -0.6 -0.3 -0.4433
C 0.41465 1.75140 0.35524 0.4 2.5 -1.2 0.9250
O 0.74052 2.80470 -0.00436 0.1 -0.4 0.1 -0.3140
O -0.88903 1.28340 0.36176 1.4 -1.9 1.1 -0.4592
C -1.27740 0.25577 -0.67741 -0.6 -0.4 -0.9 -0.1409
C -2.32150 -0.65968 -0.10240 -0.2 0.8 0.4 -0.0085
F -1.76092 -1.42580 0.96005 -0.1 -0.2 -0.1 -0.3844
H 3.32637 -1.64055 -0.13039 -0.2 -0.1 -1.2 0.3008
H 1.51808 -1.86382 0.27792 0.4 -0.2 1.0 0.2287
H 2.48310 0.74836 -0.83811 0.5 0.4 0.5 0.2853
H -0.39708 -0.26952 -1.04992 0.2 0.1 0.2 0.2232
H -1.73976 0.77841 -1.51679 0.1 0.4 0.1 0.2884
H -3.11288 -0.06777 0.35653 -0.2 -0.1 -0.1 0.2357
H -2.72783 -1.32346 -0.86130 0.1 -0.2 0.0 0.2649
Pd -0.17746 -0.11422 1.87098 0.1 0.0 0.3 1.1597

=====

22
Properties=species:S:1:pos:R:3:forces:R:3:nbo_charge:R:1 method="wB97M-V/def2-TZVPD" gap_ha=0.308 relative_energy_ev=0.467 smiles="C/C(N)=C/N.O.O.O" total_charge=0 homo_ha=-0.283 total_energy_ha=-457.9220
C 1.07938 -1.28934 2.89486 -0.5 -0.5 0.1 -0.6407
C 0.61960 -0.63008 1.62732 0.0 0.2 -0.2 0.0942
C 1.32736 -0.59000 0.49933 -0.2 0.3 0.3 -0.0780
N 0.87060 0.10469 -0.65536 -0.2 -0.4 0.2 -0.8619
N -0.66470 -0.00578 1.64909 0.0 0.0 -0.1 -0.8601
H 1.08867 -2.38146 2.83178 0.1 0.1 -0.2 0.2203
H 2.06094 -0.96435 3.21042 0.2 0.1 0.1 0.2265
H 0.36912 -1.07911 3.69548 0.1 0.2 0.1 0.2042
H 2.32052 -1.00071 0.44648 0.2 -0.1 0.0 0.1895
H -0.15352 0.12325 -0.63895 0.4 0.0 -0.2 0.3916
H 1.10735 -0.45413 -1.46657 0.0 0.2 -0.2 0.3739
H -1.07030 -0.03207 2.57172 -0.1 0.1 0.0 0.3716
H -0.64193 0.95591 1.31150 0.0 -0.2 0.1 0.3814
H 1.57894 1.69446 -3.42163 0.1 0.1 0.1 0.4776
H 1.06298 1.73299 -1.94977 0.2 -0.3 -0.1 0.4985
O 0.80634 1.85898 -2.87732 -0.2 0.3 0.0 -0.9840
H -2.43036 -1.87976 -1.43393 0.1 0.1 0.1 0.4771
H -2.18674 -0.87984 -0.27991 0.1 -0.1 0.1 0.4896
O -1.92204 -1.10020 -1.18160 -0.2 0.0 -0.2 -0.9672
H -1.06964 2.37527 -2.36792 -0.1 -0.4 -0.3 0.4920
H -2.16266 1.25728 -2.32188 0.3 -0.2 -0.1 0.4775
O -1.98991 2.18401 -2.14314 -0.2 0.5 0.3 -0.9738

=====

15
Properties=species:S:1:pos:R:3:forces:R:3:nbo_charge:R:1 method="wB97M-V/def2-TZVPD" gap_ha=0.387 relative_energy_ev=1.648 total_charge=0 homo_ha=-0.347 total_energy_ha=-287.7719
C 1.28937 -1.37316 -2.05454 0.0 0.0 -0.1 -0.6896
C 0.74925 -0.47033 -0.98406 -0.2 0.1 0.0 0.1545
N -0.40534 0.05809 -0.93841 0.3 -0.2 -0.2 -0.6424
C -0.16114 1.34793 1.48883 0.1 -0.1 0.1 0.4683
O 0.88372 0.84147 1.83382 -0.4 0.2 -0.1 -0.5676
C -1.51388 0.91433 1.98164 0.0 -0.1 0.0 -0.7226
H 2.22550 -0.97139 -2.45810 -0.1 0.0 0.1 0.2312
H 0.57372 -1.49926 -2.87374 0.1 0.0 0.1 0.2103
H 1.51926 -2.35785 -1.63105 0.0 0.1 0.0 0.2328
H 1.41619 -0.24583 -0.14476 -0.1 -0.1 -0.1 0.1905
H -0.16741 2.20837 0.79088 0.0 -0.1 0.1 0.1115
H -0.95716 -0.20720 -1.75925 0.1 0.0 0.1 0.3287
H -2.16597 0.73184 1.12282 0.1 0.1 0.1 0.2414
H -1.95853 1.71521 2.58493 0.1 -0.1 -0.1 0.2266
H -1.41931 0.00916 2.58554 0.0 0.1 -0.1 0.2261